1.
Formula: C9H14N3O2
Source: the OMol25 dataset
Level of theory: ωB97M-V/def2-TZVPD

Last column: Löwdin charge in e.
Geometry (Å):
1 C -1.273326 0.961770 -1.031886  -0.10
2 C 4.065879 -0.942352 -0.705518  -0.01
3 H -1.253356 -0.341423 2.060870  0.18
4 C -0.667774 0.556946 0.218846  -0.29
5 H 2.515631 2.664326 0.860061  0.16
6 H -1.525983 2.075252 -1.044065  0.17
7 H -0.750256 0.662178 -1.927959  0.12
8 H -4.738552 0.521955 -0.239354  0.13
9 C -3.048521 0.703790 1.124686  -0.08
10 C -2.651952 0.258779 -1.223354  -0.15
11 C -1.548827 0.552058 1.356827  -0.12
12 H -1.242904 1.416793 1.917503  0.13
13 H -2.953601 0.497947 -2.156166  0.08
14 H -3.585196 0.637352 2.130857  0.13
15 C -3.632050 0.392568 -0.066329  -0.06
16 N 0.420139 -0.060547 0.304702  0.21
17 N 1.376468 -1.985506 -0.601804  0.21
18 H 4.959606 -0.263113 -0.310338  0.14
19 O 2.044605 1.804582 0.792982  0.12
20 N 3.063037 1.091703 0.254287  -0.27
21 H 0.459568 -2.461781 -0.589596  0.16
22 C 1.448538 -0.728165 -0.188887  -0.22
23 H 4.139109 -1.001166 -1.783537  0.10
24 H -2.325858 -0.825870 -1.146020  0.14
25 O 4.136133 1.682445 0.069033  0.05
26 H 2.239840 -2.444668 -0.834889  0.11
27 H 4.250240 -1.894339 -0.377078  0.05
28 C 2.874244 -0.161802 -0.182257  -0.10

Cartesian forces (eV/Å) of the 3 atoms listed first:
C -1.9411 2.2131 -1.4610
C 1.5093 4.6898 0.4095
H -0.8155 1.5675 -1.3181

Calculated values
Total charge: +1
Structure (SMILES): C/C(=C(N)/N=C1/CC=CCC1)[N+](=O)O
Kohn-Sham gap, eV: 8.78

---

2.
Formula: C9H14N4
Source: the OMol25 dataset
Level of theory: ωB97M-V/def2-TZVPD

Last column: Löwdin charge in e.
Geometry (Å):
1 N -3.700481 -0.768603 0.119215  0.01
2 C 0.985489 -1.896997 0.572592  -0.04
3 H -0.022623 1.292730 -2.175446  0.15
4 H 0.450975 0.369144 1.664007  0.12
5 N -3.213162 0.446649 0.400806  0.00
6 H -2.852982 -2.468282 -0.736866  0.09
7 H 1.127709 -2.707414 -0.136259  0.09
8 N 0.559638 0.986359 -1.406811  -0.02
9 C 2.882210 -0.629590 -0.440732  -0.04
10 H 0.858151 2.619722 -0.125145  0.14
11 H 1.588582 -2.084045 1.458286  0.09
12 H -0.067055 -1.868341 0.846886  0.06
13 H 3.490646 -0.718731 0.455572  0.08
14 C 1.391024 -0.575979 -0.067278  -0.58
15 H -1.205533 2.182570 1.244015  0.12
16 N 0.669401 -0.332091 -1.298981  0.10
17 C -2.709789 -1.455995 -0.420058  -0.18
18 H 3.163711 0.272483 -0.979881  0.08
19 C -1.567114 -0.663766 -0.485871  0.02
20 H 3.063123 -1.486884 -1.084721  0.08
21 C 1.090482 0.655631 0.831306  -0.06
22 H -1.531984 2.596962 -0.438500  0.12
23 H -3.815488 1.136961 0.822026  0.15
24 C -1.901799 0.557136 0.043933  -0.28
25 H 2.007994 1.085420 1.231113  0.11
26 C 0.375720 1.636179 -0.109258  -0.28
27 C -1.116836 1.818774 0.216046  -0.10

Cartesian forces (eV/Å) of the 3 atoms listed first:
N -0.9465 -0.1211 0.2155
C -0.0726 0.2135 -0.1424
H 0.0617 -0.1313 0.0142

Calculated values
Kohn-Sham gap (spin up / spin down), eV: 7.88 / 9.02

---

3.
Formula: C9H14N4O2
Source: the OMol25 dataset
Level of theory: ωB97M-V/def2-TZVPD

Last column: Löwdin charge in e.
Geometry (Å):
1 H 0.437881 -0.196499 1.828902  0.08
2 N -0.047716 -0.662933 -2.766754  -0.19
3 N 0.311722 1.752949 -0.369748  0.10
4 H 2.245433 -0.014106 1.956094  0.12
5 H -2.128445 -1.021851 -2.546330  0.21
6 C -1.074216 3.125908 1.222582  -0.02
7 O -0.700710 -1.686647 0.621248  0.03
8 N 0.107884 0.966154 -1.366734  -0.09
9 C 0.862191 0.094830 -2.100035  -0.02
10 H -0.375535 2.844188 2.122951  0.12
11 N -1.355161 -0.292922 -2.453607  0.15
12 C 1.372781 -0.626218 2.019035  -0.24
13 C 0.446700 -2.092492 0.411193  -0.33
14 H 1.901038 -0.106547 -2.118631  0.13
15 H -0.774835 4.007880 0.892892  0.02
16 H -2.969011 1.770734 -0.436578  0.13
17 O 1.490757 -1.646167 1.071635  -0.04
18 H 2.126344 -1.847411 3.595496  0.09
19 H 0.802056 -2.895543 -0.270028  0.15
20 C 0.184626 -1.428543 -3.833502  -0.07
21 C -1.218927 0.738816 -1.555865  -0.24
22 H 1.253624 -0.625767 4.321688  0.08
23 H 1.185639 -2.011060 -3.916784  0.08
24 H 0.155953 -1.699259 3.521379  0.10
25 H -0.623024 -1.939959 -4.325758  0.02
26 C -1.876211 1.521419 -0.614850  0.00
27 C 1.186601 -1.258771 3.406292  -0.07
28 H -2.039252 3.121904 1.550212  0.04
29 C -0.888186 2.107911 0.133607  -0.35

Cartesian forces (eV/Å) of the 3 atoms listed first:
H -0.9103 1.7647 -0.6049
N 0.5604 0.3772 -0.6734
N 1.7677 2.0625 2.7689

Calculated values
Kohn-Sham gap (spin up / spin down), eV: 7.08 / 7.09

---

4.
Formula: C9H14N4O4
Source: the OMol25 dataset
Level of theory: ωB97M-V/def2-TZVPD

Last column: Löwdin charge in e.
Geometry (Å):
1 C -0.215219 -1.072786 -0.247125  -0.37
2 H 3.744005 0.869680 0.663719  0.05
3 O 1.570372 2.083656 -0.897884  0.19
4 N 0.833211 -0.711413 -0.994296  0.12
5 H -3.620203 2.387409 -1.021256  0.10
6 O 3.274902 1.656906 0.464137  0.13
7 C -3.427738 -0.721425 -0.426889  -0.14
8 N 0.121828 0.670666 1.687581  0.05
9 H -0.715178 1.293513 1.679433  0.08
10 N -2.629601 1.308105 0.302931  0.12
11 H -2.331874 -0.604748 2.717090  0.13
12 N -4.012612 0.226701 -1.081832  0.04
13 C 2.152591 1.335322 -0.250745  -0.53
14 H 0.148021 -1.506467 2.102770  0.15
15 C -2.620540 -0.146429 0.551095  -0.27
16 C -3.526609 1.436726 -0.577724  -0.22
17 H -2.029372 -1.847993 1.601067  0.07
18 O 4.263383 -0.984140 0.266552  -0.09
19 H -4.794699 -0.233678 -1.595049  0.17
20 H 2.028385 -0.452867 0.636199  0.11
21 C 2.087107 -0.221034 -0.391693  -0.17
22 H 0.818881 -0.843539 -1.988632  0.16
23 C -1.978856 -0.827495 1.687369  -0.10
24 H 0.499695 1.001472 0.867523  -0.03
25 H 3.990569 -0.321102 -1.596812  0.15
26 H -3.669271 -1.790375 -0.828505  0.17
27 H 4.390697 -1.907638 0.669588  0.16
28 H 3.204907 -1.980709 -1.238694  0.13
29 O -0.995354 -1.882501 -0.776841  0.00
30 C -0.360469 -0.721208 1.402644  -0.18
31 C 3.429606 -0.980459 -0.833073  -0.19

Cartesian forces (eV/Å) of the 3 atoms listed first:
C -1.5648 -3.6801 1.0791
H 0.8877 -1.3908 0.7417
O -2.8619 3.1731 -1.5997

Calculated values
Structure (SMILES): N[C@@H](Cc1c[nH]cn1)C(=O)N[C@@H](CO)C(=O)O
Kohn-Sham gap, eV: 8.18

---

5.
Formula: C9H14N5
Source: the OMol25 dataset
Level of theory: ωB97M-V/def2-TZVPD

Last column: Löwdin charge in e.
Geometry (Å):
1 C 1.283326 2.722880 0.974355  0.04
2 C -1.451872 -1.154522 -0.492048  -0.09
3 N -0.975062 1.619107 -0.247674  0.00
4 H -0.684012 -2.258714 -2.189516  0.12
5 H -0.286017 -2.294958 1.667633  0.11
6 H 1.575693 -0.005650 0.185486  0.12
7 C 1.224684 4.908938 1.471359  -0.10
8 C -0.530779 0.871747 0.719896  0.02
9 H -1.710862 -2.152168 -0.135792  0.14
10 C -0.789830 -1.221327 -1.876952  -0.13
11 H -1.487362 -1.099151 2.206472  0.12
12 H -1.477730 1.310328 -1.088201  0.17
13 N 0.194387 4.806776 0.724544  0.14
14 H 1.615234 5.832739 1.855680  0.14
15 H 1.241200 -1.748412 0.008306  0.15
16 H 0.235679 -0.769547 2.423918  0.11
17 C 0.076193 3.459044 0.456216  -0.34
18 C 0.592721 -0.579046 -1.696418  -0.14
19 C -0.499834 -1.233457 1.769345  0.00
20 C 0.874792 -0.744264 -0.210002  -0.10
21 N 1.868358 3.673995 1.679907  0.05
22 N -0.453942 -0.570471 0.452214  -0.30
23 H 1.352969 -1.074115 -2.295441  0.13
24 H -2.365379 -0.557372 -0.474735  0.13
25 H 0.589881 0.473899 -1.978242  0.11
26 H -1.379442 -0.715805 -2.640755  0.12
27 N -0.909991 2.959844 -0.207306  0.15
28 H 2.734619 3.570228 2.188724  0.15

Cartesian forces (eV/Å) of the 3 atoms listed first:
C 0.2183 -0.9947 -0.3513
C -0.6844 -0.4268 -0.6467
N 0.0606 -1.1731 -0.4972

Calculated values
Total charge: +1
Kohn-Sham gap, eV: 7.57

---

6.
Formula: C9H14O
Source: the OMol25 dataset
Level of theory: ωB97M-V/def2-TZVPD

Last column: Löwdin charge in e.
Geometry (Å):
1 H -0.757771 -0.128543 -3.820827  0.08
2 H 2.863994 4.107465 1.314322  0.06
3 H 0.784758 -1.751400 2.296267  0.05
4 H -0.343778 -2.203305 -2.839122  0.06
5 C 1.902381 3.729039 1.710540  -0.21
6 H -0.024681 -3.194894 1.984497  0.05
7 C -0.162272 -2.099301 1.945758  -0.11
8 H -1.099268 -2.063581 2.557863  0.07
9 O -0.865039 0.429698 -3.025953  -0.06
10 H 1.784669 1.624466 1.531159  0.05
11 C -0.702243 0.477098 -0.723042  -0.12
12 C -0.568486 -2.345833 -0.586711  -0.12
13 C -0.652912 -1.726038 -1.917804  -0.13
14 C 1.905385 2.361898 2.320317  -0.18
15 C -0.715817 -0.356782 -1.859002  -0.40
16 H 1.736622 4.497856 2.478539  0.06
17 H 1.061347 2.197935 2.998196  0.07
18 C -0.608980 -1.601698 0.588917  -0.36
19 H -0.910141 1.490715 -1.048063  0.08
20 H -0.474249 -3.420776 -0.515300  0.06
21 H 2.882258 2.135336 2.764268  0.06
22 C -0.634487 -0.180491 0.519032  -0.17
23 H 1.367275 3.908599 0.770671  0.06
24 H -0.850998 0.417662 1.391245  0.06

Cartesian forces (eV/Å) of the 3 atoms listed first:
H -0.1537 0.1961 0.7831
H 0.4151 -0.8555 0.4436
H 0.1046 1.0610 0.5169

Calculated values
Total charge: -1
⟨S²⟩: 0.763
2S+1: 2
Kohn-Sham gap (spin up / spin down), eV: 2.91 / 6.93

---

7.
Formula: C9H14O
Source: the OMol25 dataset
Level of theory: ωB97M-V/def2-TZVPD

Last column: Löwdin charge in e.
Geometry (Å):
1 H -1.292418 4.329785 -0.922569  0.05
2 C -0.436472 3.684043 -0.923730  -0.16
3 C -0.476774 -2.285156 1.788675  -0.34
4 H -0.342898 -2.991086 3.523296  0.12
5 H 0.437602 4.096260 -0.453344  0.05
6 C 0.573952 -1.019038 -0.444101  -0.33
7 H 2.267496 -0.698654 0.741704  0.12
8 H 1.316991 -1.436746 2.788152  0.12
9 C 1.225171 -0.473230 -1.658087  -0.08
10 H -0.528765 1.634983 -1.354701  0.03
11 H 0.384837 0.097595 -2.176083  0.08
12 H -1.419608 -1.464594 -1.287505  0.11
13 C 0.822467 -1.802405 1.878817  -0.03
14 C -0.767873 -1.460592 -0.435359  -0.02
15 H -2.215459 -2.704273 0.631875  0.10
16 H 1.766680 -1.242479 -2.273486  0.10
17 H 1.910628 0.352656 -1.616175  0.06
18 C -1.306000 -2.166520 0.673579  0.00
19 O -1.037220 -3.004073 2.816974  0.02
20 H -1.537047 2.166279 0.226815  0.08
21 H 0.171944 1.821562 0.213830  0.06
22 C 1.319056 -1.241763 0.696335  -0.07
23 C -0.633257 2.218196 -0.430560  -0.16
24 H -0.203034 3.589248 -2.004355  0.06

Cartesian forces (eV/Å) of the 3 atoms listed first:
H -0.4530 0.2369 0.6385
C 0.9475 -1.4273 -1.1625
C -0.9994 -1.0150 0.5982

Calculated values
Structure (SMILES): Cc1ccc(O)cc1.CC
Kohn-Sham gap, eV: 9.27

---

8.
Formula: C9H14O
Source: the OMol25 dataset
Level of theory: ωB97M-V/def2-TZVPD

Last column: Löwdin charge in e.
Geometry (Å):
1 C 1.615578 -0.844802 1.010480  -0.27
2 H 1.830090 -2.918582 1.396283  0.03
3 C -3.580786 -0.377465 -1.421436  -0.17
4 H 1.500251 2.364017 1.281151  0.05
5 H -3.179389 -1.421894 -1.670807  0.09
6 H 0.809958 -2.228193 2.558681  0.10
7 H -4.292068 -0.466813 -0.622475  0.05
8 C 1.754711 -2.040776 1.929639  -0.07
9 C 1.259124 -0.956302 -0.350835  -0.05
10 C -2.436936 0.511517 -0.904859  -0.17
11 H -4.008228 -0.201153 -2.400258  0.05
12 O 1.370932 2.598399 -1.319829  0.05
13 H 0.944225 -1.982288 -0.683988  0.14
14 H 0.948645 0.020248 -2.025151  0.09
15 H -1.523199 0.369625 -1.498046  0.05
16 C 1.391025 1.489361 -0.586988  -0.34
17 H 2.608187 -1.972139 2.662839  0.09
18 C 1.661258 0.423324 1.643918  -0.01
19 C 1.538647 1.531639 0.791502  -0.03
20 C 1.213981 0.193852 -1.051202  -0.06
21 H 1.874994 0.696555 2.638151  0.10
22 H -2.368255 0.205471 0.150364  0.07
23 H -2.416929 1.581219 -0.805756  0.05
24 H 1.484184 3.425183 -0.721378  0.17

Cartesian forces (eV/Å) of the 3 atoms listed first:
C -0.4071 -0.0005 2.2188
H 0.5612 -2.0361 -1.3038
C 1.1990 -1.1472 -0.8647

Calculated values
Structure (SMILES): Cc1ccc(O)cc1.CC
Kohn-Sham gap, eV: 8.94

---

9.
Formula: C9H14O
Source: the OMol25 dataset
Level of theory: ωB97M-V/def2-TZVPD

Last column: Löwdin charge in e.
Geometry (Å):
1 C 1.364423 0.546266 0.794362  -0.30
2 H 2.048017 0.920309 2.798987  0.07
3 H 1.390405 2.606196 1.412853  0.11
4 H -0.029494 2.843528 -2.827107  0.10
5 C -2.061227 -1.131043 -0.125680  -0.15
6 H 2.568241 -0.545345 2.232127  0.08
7 H -1.479986 -0.716445 0.691470  0.05
8 H 0.824087 -0.323393 2.741508  0.08
9 C 1.674248 0.089601 2.200091  -0.06
10 H 1.328375 -1.392218 -0.093644  0.12
11 H 0.540000 -0.603578 -2.288481  0.11
12 H -3.043014 -0.658116 -0.089340  0.06
13 H -2.330818 -3.276582 -0.738065  0.06
14 H -3.247271 -2.799307 0.598961  0.05
15 H 0.631525 3.418493 -0.806204  0.11
16 C 0.712636 1.485669 -1.737240  -0.31
17 H -1.506746 -0.900682 -1.023717  0.04
18 O 0.467684 2.033853 -2.967265  0.04
19 C 0.822132 2.360154 -0.639036  -0.02
20 C 0.818391 0.112233 -1.530718  -0.02
21 C -2.271388 -2.633989 0.144913  -0.16
22 C 1.214474 1.912809 0.602644  -0.05
23 H -1.571813 -3.013793 0.886592  0.06
24 C 1.137125 -0.334615 -0.238006  -0.07

Cartesian forces (eV/Å) of the 3 atoms listed first:
C 0.0363 0.0354 1.3370
H -0.3785 0.3698 -0.0263
H -0.1311 0.0145 0.0493

Calculated values
Structure (SMILES): Cc1ccc(O)cc1.CC
Kohn-Sham gap, eV: 9.38

---

ΔE to the lowest compared entry with this formula, charge and spin? In order: 426.4; 376.1; 427.8; 448.7; 603.4; 116.9; 142.0; 197.4; 55.1 kJ/mol.
E_tot? In order: -18113.68421; -15516.48430; -19609.72724; -23707.28555; -16998.82976; -11605.10634; -11606.16508; -11605.59112; -11607.06617 eV.
Largest force on an atom? In order: 5.124; 2.109; 6.196; 6.360; 1.650; 3.736; 3.348; 6.016; 1.338 eV/A.